Molecular formula: C45H110N2O11
Method: DFT, wB97M-V/def2-TZVPD

```
168
Properties=species:S:1:pos:R:3:lowdin_charge:R:1
C -3.07854 -0.03974 -0.92149 -0.04
C -4.59252 0.01786 -0.76752 -0.49
C -4.89150 -0.22240 0.77594 -0.01
C -5.05350 1.42221 -1.23089 -0.10
C -6.65238 1.51277 -1.28706 -0.13
C -7.13902 0.36461 -2.23459 -0.13
C -6.62085 -1.03154 -1.92290 -0.50
C -7.51193 -1.74753 -0.87417 -0.03
C -6.62540 -1.84426 -3.21907 -0.03
N -5.22071 -1.06440 -1.48089 -0.13
O -4.70236 -2.36164 -1.31590 0.01
H -2.61848 -0.88495 -0.40957 0.08
H -2.50441 0.82574 -0.59073 0.07
H -2.86935 -0.16521 -1.98384 0.07
H -5.95481 -0.45440 0.83637 0.05
H -4.77681 0.59705 1.48548 0.06
H -4.41947 -1.15306 1.09084 0.08
H -4.74209 2.12346 -0.45670 0.09
H -4.65907 1.65145 -2.22083 0.12
H -6.90919 2.51553 -1.62855 0.10
H -7.10929 1.35452 -0.31018 0.10
H -6.94370 0.62999 -3.27359 0.11
H -8.22849 0.39147 -2.25579 0.11
H -7.22462 -2.79023 -0.73884 0.08
H -7.67829 -1.30622 0.10851 0.07
H -8.51888 -1.73258 -1.29124 0.08
H -5.79828 -1.49384 -3.83646 0.08
H -6.60110 -2.91735 -3.02936 0.09
H -7.49427 -1.55563 -3.81056 0.09
H -4.36072 -2.56796 -2.18901 0.07
C -1.62682 -1.21534 5.16343 -0.02
C -1.39120 -0.04003 6.13360 -0.46
C -1.15141 -0.58574 7.55529 -0.05
C -0.10499 0.72462 5.69620 -0.12
C -0.38138 1.60190 4.49823 -0.22
C -1.49592 2.52764 4.78688 -0.15
C -2.82811 1.80512 5.18931 -0.45
C -3.67980 2.93472 5.77288 -0.06
C -3.51924 1.16641 3.95192 -0.03
N -2.57817 0.89214 6.31815 -0.14
O -3.70420 0.35948 6.89918 0.00
H -2.48076 -1.82621 5.45623 0.08
H -1.85796 -0.81737 4.17535 0.06
H -0.77210 -1.88860 5.22883 0.08
H -2.05081 -1.12009 7.86131 0.07
H -0.41883 -1.38550 7.66398 0.08
H -0.89891 0.22281 8.24129 0.08
H 0.35680 1.21441 6.55350 0.12
H 0.66060 0.05276 5.30816 0.09
H 0.52583 2.14205 4.22746 0.12
H -0.62380 1.11393 3.55418 0.10
H -1.50809 3.22365 3.94814 0.10
H -1.16053 3.19097 5.58413 0.12
H -4.63662 2.71348 6.24579 0.08
H -4.03802 3.66766 5.04998 0.08
H -3.25930 3.62414 6.50499 0.08
H -2.89445 0.94973 3.08543 0.06
H -4.16814 1.95495 3.57083 0.07
H -4.16453 0.31209 4.15641 0.09
H -3.62965 0.86664 7.71087 0.11
C 2.57078 4.94669 -3.83080 -0.03
C 1.82286 4.54610 -2.45991 -0.43
C 2.80615 3.93456 -1.38644 -0.05
O 1.20565 5.71919 -2.01879 -0.07
H 2.10384 5.81465 -4.29633 0.06
H 2.58288 4.11106 -4.53057 0.05
H 3.55365 5.39242 -3.67788 0.07
H 1.01454 3.84137 -2.65509 0.10
H 2.29373 3.20944 -0.75419 0.04
H 3.49690 4.57688 -0.84019 0.08
H 3.39880 3.25931 -2.00361 0.06
H 0.82312 5.61273 -1.14477 0.04
C 0.99626 0.14348 0.85753 -0.04
C 0.67787 -0.32276 -0.56822 -0.43
C 0.93173 0.80087 -1.57002 -0.03
O 1.47698 -1.42631 -1.01357 -0.06
H 2.00598 0.53465 0.98223 0.08
H 0.82270 -0.49247 1.72559 0.07
H 0.33004 0.99258 1.01010 0.06
H -0.39981 -0.47019 -0.63872 0.10
H 0.12600 1.53496 -1.56811 0.07
H 0.94793 0.31779 -2.54698 0.07
H 1.92089 1.22841 -1.40605 0.07
H 1.80447 -1.93684 -0.26944 0.06
C -2.02155 4.53377 -1.45670 -0.05
C -1.85964 4.91222 -0.01631 -0.46
C -2.07449 3.61113 0.83175 -0.04
O -0.57308 5.40423 0.20454 -0.04
H -1.24078 3.88198 -1.84872 0.07
H -2.15783 5.35535 -2.15993 0.09
H -2.96063 4.00183 -1.60923 0.07
H -2.63803 5.56547 0.37796 0.14
H -1.71926 3.71954 1.85652 0.05
H -1.62941 2.72834 0.37276 0.06
H -3.12625 3.37006 0.98595 0.07
H -0.38198 5.31332 1.14093 0.10
C 1.85535 -4.35889 -4.29160 -0.05
C 2.67918 -3.56192 -3.34830 -0.49
C 4.10617 -3.71841 -3.58539 -0.05
O 2.42206 -2.15750 -3.52549 -0.09
H 2.18442 -5.39797 -4.30380 0.09
H 2.04858 -3.88927 -5.25608 0.09
H 0.79720 -4.40960 -4.03500 0.07
H 2.22538 -3.70249 -2.36728 0.13
H 4.42980 -3.41436 -4.58083 0.09
H 4.43469 -4.75581 -3.52255 0.09
H 4.75351 -3.20609 -2.87364 0.09
H 1.93940 -1.87117 -2.74661 0.04
C 4.69040 0.60336 4.43379 -0.03
C 4.57627 -0.97760 4.45042 -0.45
C 3.16261 -1.42199 4.89963 -0.04
O 4.77802 -1.57987 3.21255 -0.07
H 4.60092 0.92564 5.47120 0.08
H 3.90870 1.10839 3.86636 0.07
H 5.60010 0.93801 3.93524 0.07
H 5.32194 -1.39801 5.12520 0.13
H 2.83547 -0.79345 5.72791 0.07
H 3.18831 -2.45071 5.25901 0.08
H 2.44537 -1.14717 4.12623 0.07
H 5.70323 -1.48515 2.97465 0.10
C -1.56768 -2.57042 -3.14111 -0.06
C -1.71200 -1.46155 -4.17798 -0.46
C -0.88679 -1.87974 -5.46871 -0.03
O -3.08006 -1.41118 -4.53126 -0.05
H -1.77805 -3.50701 -3.65750 0.08
H -2.26915 -2.42626 -2.31937 0.06
H -0.55651 -2.63438 -2.73920 0.07
H -1.42592 -0.54352 -3.66466 0.12
H 0.19598 -1.91574 -5.34870 0.05
H -1.10280 -1.30717 -6.37071 0.07
H -1.23520 -2.88845 -5.69052 0.07
H -3.33415 -2.33569 -4.48307 0.07
C 5.32054 1.50387 0.44318 -0.05
C 6.46231 0.49779 0.31168 -0.46
C 6.01335 -1.00597 -0.11782 -0.02
O 7.49628 0.91726 -0.54808 -0.04
H 5.79986 2.46534 0.62739 0.08
H 4.70367 1.28283 1.31423 0.06
H 4.69150 1.63171 -0.43775 0.06
H 6.89044 0.48464 1.31399 0.12
H 5.27291 -0.86811 -0.90574 0.07
H 5.34077 -1.52398 0.56585 0.03
H 6.84532 -1.65029 -0.40203 0.07
H 7.16306 0.95873 -1.44744 0.09
C 4.21366 -4.55095 1.06540 -0.03
C 2.74590 -4.06067 1.24379 -0.46
C 1.94829 -4.71921 2.38329 -0.04
O 2.77746 -2.66261 1.40142 -0.08
H 4.71382 -4.39315 0.10986 0.07
H 4.20518 -5.63574 1.17142 0.07
H 4.83777 -4.12074 1.84865 0.07
H 2.20089 -4.21050 0.31179 0.12
H 2.43783 -4.50584 3.33351 0.07
H 1.93439 -5.79480 2.20716 0.08
H 0.92188 -4.35237 2.38455 0.08
H 3.51193 -2.38524 1.95388 0.04
C 3.67793 -1.04579 -6.55204 -0.05
C 3.89941 0.20462 -5.68099 -0.48
C 2.50371 0.82892 -5.41556 -0.06
O 4.26025 -0.29730 -4.46478 -0.07
H 2.88469 -1.63053 -6.08625 0.06
H 4.64299 -1.54601 -6.63302 0.08
H 3.41616 -0.63727 -7.52809 0.08
H 4.56659 0.99294 -6.02958 0.14
H 2.16549 1.55124 -6.15851 0.07
H 2.37501 1.40586 -4.49977 0.06
H 1.69744 0.09603 -5.44588 0.06
H 3.57613 -0.94355 -4.27516 0.02
```

Calculated values
energy relative to the best compared isomer or geometry (same formula, charge and spin): 338.3 kJ/mol
total charge: 0
HOMO level: -7.810 eV
Kohn-Sham gap: 8.18 eV
E_LUMO: 0.37 eV